Record 1
Density functional theory data (the ωB97M-V functional and the def2-TZVPD basis) for a structure of composition C36H53BaN7O2PS2 in a non-equilibrium geometry.

Computed properties:
HOMO energy in eV: -4.62
E in eV: -84376.5838
Net charge: -1

Structure (XYZ):
```
102
Properties=species:S:1:pos:R:3:lowdin_charge:R:1
Ba -2.77 0.50 1.62 1.5817
N -4.63 -3.90 3.48 0.0083
C -4.29 -2.87 2.60 -0.9239
S -2.64 -2.29 2.75 0.3016
N -5.27 -2.49 1.85 -0.0217
N -5.09 -1.72 0.72 -0.0096
C -5.82 -0.68 0.61 -0.1526
C -6.65 -0.06 1.68 -0.1631
C -8.02 -0.30 1.79 -0.0593
C -8.77 0.28 2.81 -0.1283
C -8.12 1.10 3.73 -0.1185
C -6.76 1.35 3.63 -0.0317
C -6.00 0.78 2.60 -0.3870
O -4.69 1.00 2.48 -0.5986
H -4.09 -3.88 4.33 0.0397
H -5.62 -3.99 3.61 0.0685
H -5.81 -0.21 -0.38 0.1032
H -8.50 -0.95 1.07 0.1049
H -9.83 0.08 2.90 0.0826
H -8.68 1.55 4.54 0.0888
H -6.25 1.99 4.34 0.1046
C 1.07 5.53 -1.07 -0.0985
C -0.05 5.68 -0.04 -0.2707
N -0.04 4.64 0.98 -0.0588
C -0.53 3.36 0.75 -0.8705
S -0.09 2.19 1.98 0.4076
N -1.20 3.22 -0.35 -0.0259
N -2.01 2.09 -0.51 -0.0926
C -2.02 1.59 -1.68 -0.3164
C -1.10 1.97 -2.80 -0.0134
C -3.07 0.56 -2.02 -0.2592
C -4.09 0.91 -2.91 -0.0301
C -5.00 -0.05 -3.30 -0.0781
C -4.86 -1.34 -2.81 -0.0766
C -3.84 -1.60 -1.91 -0.1507
N -2.95 -0.68 -1.52 0.1182
H 1.02 6.32 -1.83 0.0660
H 0.99 4.56 -1.57 0.0447
H 2.05 5.59 -0.59 0.0636
H -1.01 5.63 -0.55 0.0980
H 0.02 6.64 0.46 0.1029
H 0.71 4.65 1.64 0.0813
H -0.45 1.11 -2.99 0.0793
H -0.50 2.82 -2.52 0.0521
H -1.66 2.18 -3.71 0.0780
H -4.15 1.93 -3.27 0.1142
H -5.80 0.20 -3.98 0.1028
H -5.55 -2.13 -3.09 0.1028
H -3.72 -2.58 -1.48 0.1083
O 0.57 -0.72 -1.08 -0.3310
P 1.97 -0.48 -0.59 0.7784
C 3.06 -1.63 -1.52 -0.3148
C 4.53 -1.81 -1.13 -0.2012
C 5.18 -2.90 -1.98 -0.1835
C 4.52 -4.28 -1.73 -0.1921
C 3.15 -4.14 -1.05 -0.2073
C 2.34 -3.01 -1.67 -0.1746
C 2.39 1.27 -0.93 -0.3278
C 3.39 2.05 -0.07 -0.1776
C 4.85 1.92 -0.53 -0.1974
C 4.98 2.30 -2.00 -0.2006
C 4.07 1.44 -2.87 -0.1963
C 2.61 1.54 -2.43 -0.1894
C 2.11 -0.70 1.21 -0.3387
C 3.53 -0.65 1.84 -0.1798
C 3.91 -1.98 2.49 -0.2106
C 2.94 -2.33 3.61 -0.1889
C 1.46 -2.12 3.19 -0.1771
C 1.31 -1.94 1.68 -0.1839
H 3.04 -1.16 -2.51 0.0997
H 4.63 -2.08 -0.08 0.0882
H 5.08 -0.87 -1.26 0.0827
H 6.25 -2.95 -1.78 0.1027
H 5.08 -2.62 -3.04 0.1096
H 5.18 -4.91 -1.13 0.1014
H 4.39 -4.80 -2.69 0.1025
H 3.28 -3.97 0.02 0.0871
H 2.60 -5.08 -1.14 0.1114
H 1.34 -2.96 -1.24 0.0921
H 2.19 -3.23 -2.73 0.1175
H 1.40 1.65 -0.66 0.0889
H 3.28 1.80 0.98 0.0896
H 3.11 3.11 -0.15 0.1093
H 5.19 0.89 -0.40 0.0801
H 5.49 2.54 0.09 0.1107
H 6.02 2.21 -2.33 0.1048
H 4.70 3.35 -2.12 0.1125
H 4.41 0.40 -2.82 0.0858
H 4.15 1.74 -3.92 0.1091
H 1.98 0.88 -3.03 0.0996
H 2.26 2.56 -2.65 0.1072
H 1.55 0.17 1.54 0.0325
H 3.54 0.12 2.61 0.1194
H 4.28 -0.34 1.11 0.0736
H 4.93 -1.93 2.87 0.1100
H 3.91 -2.77 1.73 0.0831
H 3.17 -1.71 4.48 0.1037
H 3.10 -3.37 3.93 0.1013
H 1.07 -1.22 3.68 0.1150
H 0.84 -2.94 3.52 0.1038
H 0.25 -1.82 1.46 0.0880
H 1.64 -2.84 1.16 0.1035
```

***

Record 2
Density functional theory data (the ωB97M-V functional and the def2-TZVPD basis) for a cluster of 8 separate species, C36H53F3N2O5 in total in a non-equilibrium geometry.

Computed properties:
HOMO energy in eV: -9.08
E in eV: -59558.2374
SMILES string: Fc1ccccc1.Fc1ccccc1.Fc1ccccc1.CN(C)C=O.CN(C)C=O.C1CCOC1.C1CCOC1.C1CCOC1

Structure (XYZ):
```
99
Properties=species:S:1:pos:R:3:lowdin_charge:R:1
C -0.07 -1.71 -2.92 -0.1309
C -0.82 -3.08 -3.14 -0.1335
C -0.04 -3.70 -4.32 -0.2422
O 1.24 -3.17 -4.31 -0.1515
C 1.39 -2.20 -3.21 -0.1387
H -0.18 -1.38 -1.91 0.0646
H -0.34 -0.91 -3.60 0.0819
H -1.89 -2.92 -3.20 0.1023
H -0.68 -3.67 -2.26 0.0863
H -0.54 -3.47 -5.25 0.1079
H 0.05 -4.82 -4.20 0.1301
H 1.96 -1.36 -3.57 0.1026
H 1.83 -2.78 -2.36 0.1187
C 4.90 -0.41 -2.17 -0.1490
C 6.42 -0.67 -2.31 -0.1235
C 6.81 -1.20 -0.84 -0.1792
O 5.61 -1.22 -0.08 -0.1548
C 4.76 -0.30 -0.64 -0.2528
H 4.38 -1.31 -2.45 0.0919
H 4.61 0.40 -2.82 0.1046
H 6.95 0.26 -2.62 0.1120
H 6.64 -1.49 -2.95 0.0842
H 7.60 -0.63 -0.29 0.1214
H 7.15 -2.24 -0.88 0.1061
H 5.04 0.70 -0.25 0.1331
H 3.75 -0.62 -0.29 0.1112
C -1.54 4.62 0.90 -0.1455
C -1.36 3.73 2.11 -0.1760
C 0.08 3.97 2.57 -0.2329
O 0.82 4.41 1.47 -0.1335
C -0.07 4.73 0.34 -0.1255
H -1.93 5.55 1.21 0.0928
H -2.21 4.18 0.17 0.0802
H -1.52 2.64 1.84 0.1033
H -2.14 3.98 2.89 0.1271
H 0.46 3.10 3.01 0.0776
H 0.07 4.76 3.35 0.1219
H -0.06 3.94 -0.41 0.0720
H 0.23 5.72 -0.04 0.1263
F 1.35 -4.40 -0.39 0.0747
C 1.83 -4.80 0.79 -0.3318
C 3.07 -4.46 1.17 -0.0115
C 3.60 -4.88 2.43 -0.0868
C 2.83 -5.54 3.33 -0.0970
C 1.47 -5.75 2.94 -0.0728
C 1.03 -5.42 1.69 -0.0360
H 3.75 -3.92 0.50 0.1187
H 4.68 -4.70 2.62 0.1163
H 3.11 -5.96 4.32 0.1139
H 0.92 -6.35 3.68 0.1073
H 0.08 -5.72 1.32 0.1123
F -6.29 -1.33 1.16 0.0514
C -5.85 -0.09 0.87 -0.3096
C -6.49 0.52 -0.16 -0.0063
C -5.96 1.78 -0.49 -0.0857
C -4.96 2.38 0.25 -0.1168
C -4.44 1.77 1.34 -0.0751
C -4.83 0.45 1.63 0.0048
H -7.36 0.05 -0.59 0.1166
H -6.37 2.36 -1.31 0.1044
H -4.64 3.38 -0.08 0.0993
H -3.64 2.15 1.94 0.0824
H -4.41 -0.11 2.46 0.1071
F 1.20 2.04 -0.99 0.0704
C 0.33 1.16 -0.51 -0.2860
C 0.90 0.17 0.26 0.0133
C -0.03 -0.77 0.78 -0.0910
C -1.39 -0.71 0.44 -0.0658
C -1.83 0.26 -0.51 -0.0792
C -1.00 1.22 -0.99 -0.0162
H 1.94 0.17 0.41 0.0834
H 0.35 -1.56 1.41 0.0852
H -2.01 -1.54 0.80 0.1171
H -2.82 0.25 -0.89 0.0963
H -1.28 1.93 -1.75 0.0804
C -3.35 3.18 -2.89 -0.3681
O -3.50 4.27 -2.37 0.0123
N -2.29 2.75 -3.63 -0.1657
C -2.26 1.24 -4.10 0.0114
C -1.08 3.53 -3.78 -0.0593
H -4.16 2.42 -2.85 0.1231
H -1.38 0.69 -3.64 0.0593
H -2.03 1.20 -5.13 0.0621
H -3.14 0.70 -3.81 0.0717
H -0.46 3.06 -4.51 0.0793
H -1.31 4.52 -4.23 0.1071
H -0.54 3.65 -2.84 0.0774
C -0.98 -0.30 3.89 -0.3182
O -2.16 0.04 3.94 -0.0151
N -0.02 0.20 4.73 -0.1838
C 1.39 -0.24 4.49 -0.0372
C -0.31 1.20 5.74 -0.0504
H -0.56 -1.02 3.15 0.1022
H 2.00 0.66 4.22 0.0932
H 1.49 -0.96 3.69 0.0584
H 1.73 -0.73 5.47 0.1073
H 0.02 2.23 5.50 0.0837
H -1.41 1.32 5.85 0.0979
H 0.16 0.95 6.67 0.0734
```